Below is one molecule with the formula C4H4O at a distorted geometry, with properties calculated with ωB97M-V/def2-TZVPD.

```
! wB97M-V def2-TZVPD RIJCOSX def2/J DEFGRID3
* xyz 0 1
C 2.056 -0.512 0.317
C 1.176 0.103 -0.182
C -0.160 0.337 -0.563
C -1.339 0.010 0.235
O -0.839 1.330 0.178
H 2.854 -1.010 0.757
H -0.232 0.389 -1.632
H -1.243 -0.490 1.192
H -2.274 -0.158 -0.302
*
```

Its HOMO-LUMO gap is 11.09 eV. The SMILES is C#C[C@H]1CO1. The value obtained for the highest occupied orbital energy is -10.025 eV.



Below is one molecule with the formula C4H6N2O at a distorted geometry, with properties calculated with ωB97M-V/def2-TZVPD.

```
! wB97M-V def2-TZVPD RIJCOSX def2/J DEFGRID3
* xyz 0 1
N -2.316 0.545 -0.949
C -2.134 0.025 0.186
O -0.926 -0.432 0.627
C 0.254 -0.220 -0.177
C 1.460 -0.068 0.739
C 2.546 0.036 -0.245
N 3.417 0.160 -0.993
H -3.297 0.769 -1.117
H -2.907 -0.151 0.950
H 0.021 0.565 -0.884
H 0.794 -0.948 -0.894
H 1.461 0.734 1.489
H 1.628 -1.015 1.268
*
```

Its HOMO-LUMO gap is 11.32 eV. The SMILES is [H]/N=C/OCCC#N. The value obtained for the highest occupied orbital energy is -10.573 eV.



Below is a 6-piece molecular cluster, C14H45N4O6 overall at a distorted geometry, with properties calculated with ωB97M-V/def2-TZVPD.

```
! wB97M-V def2-TZVPD RIJCOSX def2/J DEFGRID3
* xyz 1 1
N -0.539 0.915 0.186
H 0.077 1.252 -0.550
H -0.364 1.536 0.996
H -0.179 -0.041 0.413
H -1.509 0.913 -0.187
C 1.285 -0.940 2.996
C 1.276 -1.930 1.872
C 1.222 -3.416 2.354
O 1.075 -4.321 1.288
C 1.196 -5.642 1.684
N 0.157 -1.674 0.995
H 2.196 -0.983 3.604
H 0.523 -1.148 3.757
H 1.271 0.131 2.811
H 2.252 -1.787 1.398
H 0.335 -3.449 2.997
H 2.099 -3.552 2.993
H 2.209 -5.954 1.956
H 1.007 -6.297 0.827
H 0.452 -5.976 2.412
H 0.098 -2.484 0.382
H -0.685 -1.691 1.565
C 1.813 3.059 2.958
C 0.365 3.504 2.773
C 0.071 4.352 1.545
O 0.593 3.834 0.342
C 0.223 4.584 -0.783
N -0.432 2.254 2.680
H 1.867 2.482 3.885
H 2.417 3.932 3.209
H 2.196 2.435 2.154
H 0.115 4.143 3.624
H 0.414 5.389 1.642
H -1.012 4.528 1.528
H 0.573 4.196 -1.739
H 0.489 5.644 -0.744
H -0.863 4.586 -0.935
H -1.420 2.521 2.670
H -0.478 1.919 3.644
C -3.105 -1.120 -3.993
C -2.838 -2.012 -2.781
C -1.411 -1.791 -2.301
O -0.922 -2.685 -1.304
C -0.613 -3.997 -1.749
N -3.818 -1.751 -1.700
H -4.105 -1.329 -4.369
H -2.394 -1.445 -4.754
H -2.966 -0.077 -3.709
H -2.984 -3.038 -3.137
H -1.338 -0.731 -2.052
H -0.762 -1.871 -3.179
H -0.434 -4.045 -2.826
H -1.394 -4.687 -1.431
H 0.348 -4.228 -1.287
H -4.642 -2.254 -2.014
H -3.473 -2.285 -0.906
O -3.102 0.863 -0.489
H -3.744 1.411 -0.026
H -3.615 0.397 -1.167
C 2.346 1.219 -2.351
C 3.105 2.406 -1.801
O 2.831 2.579 -0.409
O 1.046 1.505 -2.751
H 2.388 0.354 -1.687
H 2.927 0.814 -3.193
H 2.924 3.331 -2.360
H 4.193 2.322 -1.826
H 2.084 3.170 -0.182
H 1.080 2.151 -3.463
*
```

Its HOMO-LUMO gap is 10.09 eV. The value obtained for the highest occupied orbital energy is -12.159 eV.



Below is a 2-piece molecular cluster, C4H12N3 overall, with properties calculated with ωB97M-V/def2-TZVPD.

```
! wB97M-V def2-TZVPD RIJCOSX def2/J DEFGRID3
* xyz 1 1
N -1.330 1.530 2.394
C -1.661 1.821 1.157
N -0.844 1.765 0.145
H -0.360 1.437 2.659
H -2.036 1.318 3.081
H -2.690 2.084 0.960
H -1.218 1.903 -0.781
H 0.065 1.321 0.193
N 2.013 -0.685 -2.239
C 1.557 -0.925 -0.868
C -0.393 -2.098 0.176
C 0.149 -1.469 -0.864
H 3.014 -0.521 -2.243
H 1.611 0.176 -2.595
H 1.615 -0.042 -0.213
H 2.236 -1.668 -0.450
H -1.428 -2.400 0.133
H 0.194 -2.307 1.063
H -0.495 -1.240 -1.708
*
```

Its HOMO-LUMO gap is 8.58 eV. The value obtained for the highest occupied orbital energy is -12.529 eV.



highest occupied orbital energy of number 1 (C4H4O)?
-10.025 eV



Which of these has the highest highest occupied orbital energy?
C4H4O



Which of these has the highest highest occupied orbital energy?
C4H4O